Formula: C91H98F21N14O21S7
Source: OMol25
Level of theory: ωB97M-V/def2-TZVPD

CARTESIAN COORDINATES (ANGSTROEM)
1 C -1.2350 4.5298 -2.7418
2 N -1.2171 5.4861 -3.8484
3 C -1.1489 4.9708 -5.0786
4 C -0.9154 5.7726 -6.1288
5 C -0.7534 7.1239 -6.0296
6 C -0.8357 7.6364 -4.7437
7 C -1.1251 6.8133 -3.6121
8 C -0.3678 8.0237 -7.1554
9 C -0.8433 9.3287 -7.2669
10 C -0.5847 9.9551 -8.4924
11 N -0.0065 9.3669 -9.5257
12 C 0.6066 8.1370 -9.3269
13 C 0.4831 7.5146 -8.1179
14 C 0.2993 10.0924 -10.8731
15 H -0.2274 4.1919 -2.5487
16 H -1.8725 3.6775 -2.9617
17 H -1.5336 5.0599 -1.8155
18 H -1.3982 3.9719 -5.1211
19 H -0.7629 5.3824 -7.0999
20 H -0.6769 8.7305 -4.5803
21 H -1.2079 7.0861 -2.5430
22 H -1.3655 9.8096 -6.5222
23 H -0.9671 10.9278 -8.7849
24 H 1.1267 7.6475 -10.1677
25 H 0.8357 6.5305 -8.1172
26 H -0.6832 10.2946 -11.3711
27 H 0.8994 9.4375 -11.4783
28 H 0.8124 11.0628 -10.7145
29 C 7.7997 4.3482 -3.1482
30 N 6.6687 3.8192 -2.3685
31 C 6.8825 2.6579 -1.6185
32 C 5.8434 2.2000 -0.8508
33 C 4.5718 2.8846 -0.8114
34 C 4.4036 4.0252 -1.5619
35 C 5.5237 4.5098 -2.2395
36 C 3.5522 2.3806 0.1268
37 C 3.9142 1.9313 1.3910
38 C 2.8880 1.7013 2.2792
39 N 1.6129 1.8729 1.9356
40 C 1.2557 2.1644 0.6744
41 C 2.2044 2.4388 -0.2491
42 C 0.4949 1.7120 2.9273
43 H 8.5985 4.5924 -2.4655
44 H 7.4947 5.1331 -3.7612
45 H 8.1125 3.5114 -3.7781
46 H 7.8444 2.2606 -1.6156
47 H 6.0037 1.2754 -0.3010
48 H 3.5479 4.7808 -1.6459
49 H 5.4028 5.4426 -2.6996
50 H 4.8750 1.8945 1.7142
51 H 3.0288 1.2780 3.2935
52 H 0.1825 2.2867 0.5112
53 H 1.9607 2.7595 -1.2690
54 H -0.0888 2.7011 2.9461
55 H 0.8739 1.3012 3.8801
56 H -0.2177 0.9997 2.5615
57 C -3.8798 10.9245 3.6899
58 N -3.6658 12.0020 4.6842
59 C -3.0856 11.6253 5.8936
60 C -2.7972 12.6087 6.7941
61 C -3.0073 13.9512 6.4861
62 C -3.4921 14.2492 5.2050
63 C -3.7706 13.2964 4.3290
64 C -2.8017 14.9899 7.5017
65 C -1.6722 14.9815 8.3444
66 C -1.4291 15.9674 9.2835
67 N -2.3957 16.9261 9.4796
68 C -3.4896 16.9790 8.6892
69 C -3.6678 16.0403 7.7240
70 C -2.1888 17.9166 10.5975
71 H -3.0793 10.8578 3.0796
72 H -4.7775 11.2318 3.0582
73 H -4.0367 9.9674 4.1598
74 H -3.0519 10.5624 5.9972
75 H -2.4560 12.3467 7.8072
76 H -3.5906 15.2576 4.8571
77 H -4.2103 13.5192 3.3650
78 H -0.8583 14.3115 8.2013
79 H -0.5253 16.0169 9.9052
80 H -4.1725 17.8510 8.8245
81 H -4.6559 16.0296 7.2436
82 H -1.7489 17.2711 11.4050
83 H -3.1411 18.2163 10.8761
84 H -1.6573 18.7901 10.1712
85 C 5.8541 -1.7700 11.8886
86 N 5.2371 -2.4741 10.7270
87 C 4.3990 -3.4886 10.9317
88 C 3.8385 -4.1154 9.8221
89 C 4.2041 -3.6541 8.5234
90 C 5.0311 -2.5701 8.3705
91 C 5.6095 -2.0496 9.5073
92 C 3.4630 -4.1539 7.3395
93 C 2.1560 -3.7101 7.1496
94 C 1.4906 -4.0375 6.0155
95 N 2.0611 -4.9244 5.1869
96 C 3.2449 -5.4328 5.4052
97 C 3.9895 -5.0710 6.4889
98 C 1.3031 -5.4045 4.0149
99 H 6.3583 -0.8301 11.5273
100 H 6.6244 -2.4024 12.3380
101 H 5.0415 -1.4967 12.5966
102 H 4.1900 -3.6637 11.9873
103 H 3.1895 -4.9471 9.9440
104 H 5.2131 -2.1155 7.3696
105 H 6.3268 -1.2258 9.5105
106 H 1.6895 -3.0174 7.8938
107 H 0.5346 -3.6832 5.6415
108 H 3.5713 -6.2279 4.7503
109 H 4.8116 -5.6743 6.8162
110 H 0.6811 -4.5479 3.7323
111 H 0.6768 -6.1675 4.3378
112 H 1.8652 -5.7762 3.1900
113 C 1.3128 -3.7569 -2.2193
114 N 1.7113 -4.1376 -3.5450
115 C 1.6717 -5.4405 -3.9192
116 C 2.2353 -5.8688 -5.1165
117 C 2.8470 -4.9514 -5.9781
118 C 2.7691 -3.6110 -5.5742
119 C 2.2425 -3.2587 -4.3885
120 C 3.5992 -5.3167 -7.1929
121 C 4.1688 -6.5715 -7.3634
122 C 5.0248 -6.9161 -8.4360
123 N 5.2936 -5.9779 -9.3647
124 C 4.6981 -4.7553 -9.2408
125 C 3.8496 -4.4188 -8.2131
126 C 6.1361 -6.2727 -10.6124
127 H 1.9683 -4.1675 -1.5081
128 H 0.3282 -4.0485 -1.9335
129 H 1.4387 -2.7014 -2.1257
130 H 1.1237 -6.0850 -3.2839
131 H 2.1704 -6.9045 -5.3759
132 H 3.2226 -2.7933 -6.1966
133 H 2.2367 -2.2568 -3.9457
134 H 3.9598 -7.4262 -6.6785
135 H 5.4635 -7.9072 -8.5781
136 H 4.9338 -4.1709 -10.1632
137 H 3.3697 -3.4540 -8.2901
138 H 5.4275 -6.2594 -11.4936
139 H 6.4301 -7.2781 -10.4346
140 H 6.9507 -5.5830 -10.7439
141 C -4.6052 0.7684 1.8880
142 N -4.6358 -0.0745 0.6484
143 C -5.5054 -1.1165 0.8268
144 C -5.7098 -1.9862 -0.2045
145 C -4.8066 -1.9620 -1.3106
146 C -4.0652 -0.8509 -1.5213
147 C -3.9987 0.0972 -0.4914
148 C -4.8551 -3.0529 -2.3263
149 C -3.6582 -3.2766 -3.0807
150 C -3.6533 -4.2260 -4.0938
151 N -4.8002 -4.8268 -4.4638
152 C -5.9705 -4.6936 -3.7394
153 C -5.9772 -3.8693 -2.6473
154 C -4.8994 -5.7650 -5.6262
155 H -5.5631 1.1972 2.0164
156 H -3.9041 1.6306 1.6953
157 H -4.4243 0.2031 2.7721
158 H -6.0221 -1.1537 1.7689
159 H -6.4110 -2.7198 -0.1686
160 H -3.4265 -0.8239 -2.3896
161 H -3.2785 0.8996 -0.4182
162 H -2.6739 -2.8696 -2.8794
163 H -2.8940 -4.5023 -4.8031
164 H -6.8605 -5.2574 -4.0173
165 H -6.8890 -3.9150 -2.0188
166 H -5.4818 -5.2135 -6.3612
167 H -5.3050 -6.7316 -5.2896
168 H -3.8853 -5.8322 -6.0296
169 C -1.7601 -5.9281 -0.8794
170 N -2.0955 -7.2611 -0.3476
171 C -2.9754 -7.3595 0.6706
172 C -3.4161 -8.4893 1.1697
173 C -3.0285 -9.6884 0.5953
174 C -2.1463 -9.5863 -0.4963
175 C -1.7073 -8.3471 -0.9614
176 C -3.3163 -11.0473 1.2023
177 C -2.3701 -12.0593 1.1274
178 C -2.7151 -13.2753 1.6320
179 N -3.9521 -13.5017 2.1874
180 C -4.8784 -12.5312 2.1964
181 C -4.5445 -11.2877 1.8258
182 C -4.3033 -14.9106 2.6265
183 H -2.4088 -5.8506 -1.8013
184 H -0.7201 -5.8601 -1.1846
185 H -2.0283 -5.0782 -0.2191
186 H -3.2885 -6.4059 1.1228
187 H -4.1522 -8.4262 1.9488
188 H -1.7230 -10.4727 -0.9426
189 H -0.9301 -8.3408 -1.7470
190 H -1.4272 -11.8867 0.6275
191 H -1.9866 -14.1010 1.7004
192 H -5.8709 -12.8597 2.5383
193 H -5.3232 -10.5249 1.8852
194 H -5.4031 -15.0034 2.8470
195 H -3.7164 -15.0783 3.5121
196 H -4.0220 -15.6297 1.8828
197 C 3.0700 4.4874 -5.4605
198 F 3.8015 4.8755 -6.5643
199 F 2.0588 3.7663 -5.9038
200 F 3.9356 3.7299 -4.7108
201 S 2.4682 5.7754 -4.3602
202 O 3.6661 6.2822 -3.7456
203 O 1.6994 6.7578 -5.1066
204 O 1.6342 5.0561 -3.4355
205 C 3.3975 -2.3606 2.5393
206 F 4.5700 -2.6541 1.9646
207 F 2.6528 -1.5836 1.6807
208 F 2.6893 -3.4386 2.7342
209 S 3.6085 -1.4840 4.1407
210 O 4.3491 -0.2796 3.7519
211 O 2.3131 -1.2390 4.6529
212 O 4.3266 -2.3862 4.9616
213 C -1.0294 -1.3064 0.0814
214 F -1.8520 -2.3576 -0.2346
215 F -1.7237 -0.5700 1.0300
216 F 0.0841 -1.7277 0.6657
217 S -0.6451 -0.2960 -1.5980
218 O 0.8140 -0.0774 -1.5733
219 O -1.1010 -1.2172 -2.6240
220 O -1.4452 0.8776 -1.5614
221 C -2.8229 -3.7159 4.8165
222 F -3.8221 -4.5231 5.2097
223 F -2.6862 -2.7083 5.7270
224 F -1.7083 -4.5918 4.8757
225 S -3.0967 -3.1902 3.0874
226 O -1.8463 -3.0711 2.4364
227 O -3.8792 -4.2677 2.5181
228 O -3.7844 -1.9704 3.3642
229 C -1.3049 6.9272 1.4407
230 F -1.4587 8.1681 1.8040
231 F -0.0935 6.7456 0.9559
232 F -1.4289 6.2212 2.5457
233 S -2.6940 6.3908 0.3713
234 O -2.6584 4.9492 0.3869
235 O -3.7969 7.0929 0.9386
236 O -2.2977 6.8659 -0.8985
237 C -2.0238 -8.8015 -5.3728
238 F -2.3578 -9.7471 -4.5137
239 F -0.8532 -9.1428 -5.8667
240 F -2.8760 -8.7168 -6.4123
241 S -1.8785 -7.1985 -4.4369
242 O -3.1926 -7.0366 -3.8740
243 O -0.8190 -7.4207 -3.4827
244 O -1.5098 -6.1542 -5.3566
245 C 2.2612 -8.7765 -0.1541
246 F 3.0975 -8.7140 -1.1735
247 F 1.1833 -9.6440 -0.4894
248 F 2.9664 -9.3743 0.8078
249 S 1.5747 -7.1358 0.2621
250 O 2.7355 -6.5578 0.8933
251 O 1.2244 -6.6569 -1.0970
252 O 0.3702 -7.3520 1.0750

Atomic forces in eV per Å
C -0.345 0.423 1.566
N 0.025 0.587 0.549
C -0.211 1.537 0.863
C 0.306 -0.046 -1.949
C 0.273 1.565 1.872
C -0.860 1.109 1.630
C 0.834 -0.153 -1.332
C -0.379 -0.335 1.136
C 1.816 -1.214 -2.707
C -1.247 0.959 0.050
N 2.836 -1.403 -1.185
C -0.426 1.069 -0.622
C -0.921 0.478 -1.546
C -1.725 0.548 0.922
H 0.326 -0.100 -0.406
H -0.137 0.165 -0.016
H -0.298 -0.421 -0.665
H 0.028 -2.083 -0.401
H -0.283 -0.907 -0.773
H -0.165 -1.176 0.063
H 0.008 0.197 -0.819
H -1.226 0.970 1.374
H -0.057 0.130 0.641
H -0.335 0.659 0.474
H 0.725 -1.234 0.624
H 0.880 -0.273 0.432
H 0.152 -0.245 -0.066
H -0.249 -0.773 0.273
C 0.339 -2.130 0.552
N -0.244 -0.294 1.597
C -2.814 2.137 -0.447
C -0.352 0.315 -0.336
C 1.140 -0.966 0.176
C -0.013 1.662 -0.140
C 0.175 -1.767 0.008
C -0.260 0.115 -0.216
C -3.059 0.617 -1.073
C -0.206 -0.909 1.539
N -0.905 -0.475 0.175
C -1.010 0.525 0.329
C 0.807 0.427 -0.957
C -0.256 1.166 0.005
H 0.229 0.347 0.046
H -0.491 1.415 -0.762
H 0.193 0.278 -0.052
H 1.380 -0.744 -0.293
H -0.162 0.268 0.073
H 0.828 -1.718 0.495
H 0.282 1.138 -1.008
H 2.676 -0.342 0.893
H 0.308 0.566 -0.728
H 0.364 -0.196 -0.193
H -0.165 -0.254 0.520
H 1.216 -1.311 0.510
H -0.076 0.718 -0.427
H -0.142 -0.606 -0.477
C -3.993 1.190 0.467
N 1.772 -1.031 1.012
C -1.789 1.224 -2.301
C 0.497 -0.024 1.482
C -0.575 -0.428 -0.691
C 1.016 2.127 1.856
C -1.186 -2.387 -1.129
C 1.324 0.581 1.378
C 0.478 0.570 -0.344
C -1.612 0.510 -0.053
N 0.872 -0.260 -0.236
C 0.667 1.347 1.107
C -2.232 -0.854 -1.157
C 1.424 -1.465 -0.885
H 2.784 -0.114 -1.980
H 1.084 -0.679 0.902
H -0.275 -0.086 0.295
H 0.354 -0.326 0.526
H -0.095 -0.029 -0.645
H -0.130 0.494 0.154
H 0.193 -0.183 -0.088
H 0.308 -0.756 -0.153
H -0.566 -0.031 -0.296
H 0.537 -1.029 0.073
H 0.596 0.291 -0.173
H 0.012 1.448 -0.600
H -1.752 0.653 0.770
H 0.220 -0.678 0.732
C 0.017 0.966 0.130
N 1.376 0.955 0.038
C -0.656 -0.219 -0.516
C 1.437 0.900 -0.288
C -1.614 -0.461 1.147
C 0.899 0.633 -0.693
C -0.128 0.523 0.023
C -0.696 0.339 0.971
C -0.244 1.792 1.323
C -0.366 -0.382 -0.874
N -0.331 -0.050 -1.231
C 1.058 -1.281 -0.045
C 0.128 -0.772 0.357
C -0.724 2.004 0.068
H -0.693 -1.031 0.367
H -0.335 0.008 0.060
H 0.726 -0.283 -0.376
H -0.158 -0.415 -0.430
H -0.523 -0.460 0.107
H -0.020 -0.542 0.835
H -0.334 -0.328 -0.204
H 0.459 -0.646 -0.913
H 0.014 0.142 0.625
H -0.018 0.117 -0.203
H 0.810 0.154 -0.469
H 0.066 -0.432 -0.391
H -1.247 -1.412 0.676
H 0.959 0.084 -0.374
C -0.077 0.996 0.518
N 0.237 -2.300 -1.200
C -0.016 0.668 -0.743
C 0.079 0.637 -0.068
C -0.643 0.312 1.016
C 1.442 0.746 -2.214
C -0.444 1.640 1.782
C 0.387 -0.760 -0.159
C 0.581 -2.226 0.125
C -0.667 0.892 0.255
N -0.218 0.572 0.189
C 0.772 -0.470 -2.009
C 0.333 0.717 -0.944
C -2.439 -0.134 0.111
H 0.954 -0.970 0.786
H -0.768 -0.242 -0.316
H -0.330 0.870 -0.049
H -0.238 -0.784 0.700
H -0.117 -0.440 0.081
H -0.524 -0.973 0.761
H 0.143 -0.129 -0.768
H 0.233 1.017 -0.373
H -0.201 0.371 0.207
H -0.556 0.139 1.308
H 0.045 0.057 0.188
H 0.865 0.098 0.980
H 0.752 -0.718 -0.297
H 0.214 0.245 0.256
C 1.679 2.012 -1.837
N -1.812 -1.478 1.871
C -0.064 0.185 -1.148
C 2.887 1.311 -0.454
C -2.776 -0.817 0.383
C 0.961 0.636 0.511
C 1.000 0.391 0.417
C 1.397 -0.580 -1.267
C -0.669 -0.897 0.253
C -1.905 -0.010 -0.920
N -2.227 -0.636 0.902
C 1.778 0.222 -0.117
C -0.254 0.629 1.143
C 0.862 0.952 0.037
H -1.149 0.487 -0.194
H -0.501 -1.074 0.494
H 0.811 -0.789 0.281
H -0.086 -0.092 0.082
H -1.835 -2.056 0.544
H 0.150 0.611 0.053
H -0.142 0.187 -0.792
H -0.294 0.636 0.348
H 0.939 0.259 0.463
H 0.495 0.024 -0.204
H 0.662 0.496 -0.532
H -0.408 -0.452 -0.073
H 0.224 0.572 -0.354
H -0.288 -0.478 0.072
C -1.157 0.909 -1.355
N -0.783 1.113 0.384
C 0.757 4.100 -0.262
C -1.653 -2.423 0.784
C 1.617 -0.992 -0.567
C -0.506 -0.179 0.822
C 1.421 -2.123 -0.325
C -0.461 1.467 -0.276
C -0.406 0.385 -0.370
C -0.182 -1.349 1.279
N 0.686 -0.937 -1.246
C -0.537 -2.105 1.172
C -0.199 1.853 -1.055
C -0.817 0.935 0.449
H 0.748 0.085 0.824
H -0.028 -0.420 0.256
H 0.148 -0.962 0.131
H 0.235 -0.327 -0.286
H 0.022 -0.114 0.452
H -0.079 0.032 -0.239
H -0.810 0.588 0.517
H 0.105 -0.214 0.269
H -0.659 0.373 -0.188
H 0.528 0.494 -0.091
H 0.375 -0.121 -0.090
H 1.241 0.321 -0.244
H 0.011 -0.250 0.476
H 0.114 -0.116 -0.557
C 1.930 -0.226 -1.138
F -1.008 -0.033 1.382
F -0.128 -0.606 -0.084
F -0.855 -0.032 -0.667
S -0.622 2.649 0.987
O 0.766 0.027 -0.136
O 0.963 -0.754 -0.653
O -0.364 -1.253 0.430
C -0.168 1.649 -0.321
F -0.600 0.045 0.080
F 0.878 -0.286 0.327
F -0.290 -1.404 -0.044
S 1.795 2.230 -1.040
O -0.403 -0.691 -0.041
O -2.690 0.530 0.098
O 1.580 -1.910 1.020
C -0.907 0.469 0.003
F 1.074 0.789 0.184
F 0.872 -0.336 -1.251
F -0.478 -0.065 -0.521
S 2.078 -1.692 0.171
O -1.540 -0.390 0.307
O 0.249 -0.606 0.087
O -0.757 1.713 0.744
C 0.631 -1.936 1.172
F 0.094 0.900 0.120
F 0.275 -1.393 -1.200
F -0.614 1.622 0.207
S -1.062 -1.038 -0.172
O 2.250 0.378 -0.240
O -0.464 -0.155 0.114
O -1.051 1.473 -0.270
C -1.467 -1.190 -0.214
F 0.253 2.190 0.061
F 0.836 -0.070 -0.510
F 0.441 -1.156 1.636
S 0.037 -0.623 0.701
O -0.181 -0.664 0.823
O -0.772 -0.097 0.734
O 1.004 1.610 -3.124
C 0.276 0.805 -0.338
F -0.828 -0.343 0.158
F 0.998 -0.008 -0.456
F -0.064 -0.068 0.896
S 0.465 -0.006 -0.104
O -0.722 -0.201 0.691
O 0.461 -0.556 0.256
O -0.055 0.477 -1.184
C -0.742 -2.041 -0.042
F -0.353 0.241 -0.731
F 1.507 1.071 0.268
F -0.804 0.257 0.376
S -1.039 -0.182 -0.695
O -0.480 0.594 0.106
O 0.586 0.014 1.088
O 1.322 0.179 -0.345

Output
strongest force on any atom = 4.19 eV/Å
HOMO level = -17.15 eV
LUMO = -11.4 eV
molar mass = 2347.289 g/mol
net charge = +7
total energy = -10755.14441 hartree

Atom charges from the Mulliken analysis, given in e for atoms 1 to 4: -0.515 0.411 -0.764 -0.592